Computed, not measured: a molecular structure, C19H43N2O2P3Ru at a distorted geometry, with ωB97M-V/def2-TZVPD.

The geometry in XYZ format:
```
70
Properties=species:S:1:pos:R:3:forces:R:3
Ru -0.76234 1.08633 -0.78682 0.0 -0.7 -0.2
P 1.23342 1.49948 -1.74378 2.5 0.6 -0.8
P 0.13390 0.29020 1.15967 0.9 -0.7 2.6
P -1.33362 3.01615 0.15302 -0.3 1.9 1.3
H -2.63152 -0.93100 -4.50334 -0.2 0.3 -0.1
C -2.80384 -0.53336 -3.50261 -1.1 -0.6 -1.1
C -1.49320 -0.14274 -2.80390 -0.2 -0.7 -1.0
H -0.67067 -0.60279 -3.33826 0.0 0.4 0.1
C 1.81066 0.09085 -2.76331 -0.3 -0.4 0.1
C 2.75875 1.91192 -0.82056 -0.2 0.1 0.3
C 1.04501 2.87554 -2.93984 -0.6 0.0 0.3
C -1.08467 -0.73590 2.04985 -0.6 0.0 -0.4
C 1.54764 -0.86265 1.06093 0.2 -0.1 -0.7
C 0.67594 1.42089 2.50576 -0.1 0.6 -0.3
C -2.40130 3.87177 -1.05157 0.1 -0.7 -0.6
C -0.03250 4.20978 0.62341 0.2 -0.2 -0.1
C -2.43722 2.83835 1.59920 0.1 -0.2 0.1
H -3.60131 0.21542 -3.51123 0.2 0.0 -0.2
H -1.41435 0.97549 -2.74846 0.1 -0.3 -0.2
H 0.99268 -0.59497 -2.99662 0.5 0.1 -0.1
H 2.57839 -0.48105 -2.22945 -0.1 0.2 -0.1
H 2.23097 0.47506 -3.70113 0.0 -0.1 0.2
H 3.26393 0.99856 -0.48217 -0.2 0.3 -0.1
H 2.54931 2.54520 0.04910 0.2 -0.1 -0.2
H 3.44749 2.45079 -1.48795 -0.2 -0.1 0.1
H 0.14005 2.72636 -3.54108 0.2 0.1 -0.1
H 1.91613 2.90364 -3.60390 -0.1 0.0 0.1
H 0.96032 3.83168 -2.40984 0.1 -0.1 -0.1
H -0.66145 -1.05175 3.01460 0.1 0.1 -0.3
H -1.30226 -1.63066 1.45255 0.0 0.1 0.2
H -2.01158 -0.17819 2.23232 0.3 -0.2 0.1
H 2.17098 -0.76257 1.95984 -0.2 0.1 -0.2
H 2.16852 -0.66806 0.18086 0.0 -0.1 0.2
H 1.16500 -1.89168 0.99524 0.0 0.4 -0.1
H -0.18330 1.83833 3.04619 0.2 -0.1 -0.2
H 1.29199 2.23955 2.11767 0.0 -0.2 0.2
H 1.28145 0.83783 3.21415 -0.2 0.0 -0.3
H -2.51688 4.92282 -0.75411 0.1 -0.2 0.0
H -3.38012 3.37008 -1.05951 0.2 0.3 0.0
H -1.96059 3.81415 -2.05682 -0.2 0.3 0.1
H -0.38673 5.22211 0.38720 0.1 -0.2 0.1
H 0.90221 4.02722 0.07261 -0.3 0.2 0.2
H 0.17123 4.14664 1.70020 -0.1 0.1 -0.3
H -3.26338 3.54974 1.47319 0.2 -0.1 0.1
H -1.89909 3.06394 2.52718 -0.2 0.0 -0.2
H -2.85613 1.82639 1.66386 0.1 0.3 0.0
C -3.09136 -1.65916 -2.48764 1.0 0.2 -1.7
C -4.44591 -1.89529 -1.82105 0.6 -0.8 0.2
C -4.45809 -1.53390 -0.38628 -0.6 -0.1 0.2
C -3.71679 -0.51602 0.11381 0.4 0.7 0.2
C -2.75872 0.08518 -0.79333 -1.2 -1.4 -0.2
C -2.02521 -0.94311 -1.60234 0.7 0.3 0.8
O -2.77318 -2.93624 -3.00875 0.0 2.7 -0.3
H -4.48013 -2.98473 -1.96132 -1.5 -0.1 0.4
H -5.18977 -1.40833 -2.47543 -0.1 -0.3 0.3
H -5.16334 -2.06283 0.24249 -0.1 0.0 0.1
H -3.86150 -0.05414 1.09278 -0.5 -0.5 -0.2
H -3.20707 0.85294 -1.45737 0.2 0.3 0.6
H -1.39358 -1.64991 -1.05423 0.2 0.1 0.3
C -1.75518 -4.81437 -1.43263 0.3 -0.7 -0.1
N -0.40508 -4.79612 -1.69216 0.1 0.7 0.3
C 0.44670 -3.96649 -0.96789 1.2 0.3 0.1
N 1.72637 -3.93460 -1.47725 -1.3 0.1 0.5
O 0.05615 -3.28698 -0.00777 0.0 -0.4 -1.2
H -2.30298 -3.56742 -2.32309 -0.1 -1.0 0.8
H -2.04083 -4.53115 -0.42366 0.1 0.0 -0.1
H -2.26204 -5.64831 -1.91307 -0.2 0.2 0.0
H -0.02127 -5.20869 -2.53628 -0.3 -0.3 0.2
H 2.41981 -3.47007 -0.91530 0.2 -0.2 0.0
H 2.03853 -4.65536 -2.11503 0.2 0.1 0.2
```
Positions in Å, forces in eV/Å.

As for the LUMO energy (alpha / beta): -13.83 / -16.46 eV. As for the expectation value of S²: 6.020. The total charge is +4. The spin multiplicity is 5. For the total energy, the calculation gives -2126.9472 a.u.